1.
{"formula": "C33H36AsBrN2PTi", "method": "ωB97M-V/def2-TZVPD", "symbols": ["Ti", "C", "C", "C", "C", "C", "H", "H", "H", "H", "H", "Br", "C", "C", "C", "C", "C", "C", "N", "C", "C", "C", "C", "C", "C", "N", "H", "H", "H", "H", "H", "H", "H", "H", "H", "C", "As", "C", "C", "H", "H", "H", "H", "H", "H", "H", "H", "H", "C", "P", "C", "C", "C", "C", "C", "C", "C", "C", "C", "C", "C", "C", "H", "H", "H", "H", "H", "H", "H", "H", "H", "H", "H", "H", "H"], "xyz": [[-0.19, -1.44, -0.35], [-1.66, -3.19, -0.25], [-0.36, -3.72, -0.23], [0.26, -3.34, 0.99], [-0.66, -2.55, 1.71], [-1.85, -2.46, 0.95], [-2.39, -3.31, -1.03], [0.07, -4.36, -0.98], [1.25, -3.61, 1.32], [-0.50, -2.11, 2.68], [-2.74, -1.94, 1.25], [-5.94, 2.92, 2.26], [-4.65, 2.09, 1.18], [-4.82, 0.77, 0.79], [-3.84, 0.14, 0.05], [-2.69, 0.84, -0.31], [-2.54, 2.18, 0.03], [-3.52, 2.80, 0.79], [-1.69, 0.14, -1.06], [-1.26, 0.70, -2.12], [-0.42, -0.10, -3.03], [-0.17, 0.32, -4.32], [0.38, -0.59, -5.23], [0.62, -1.88, -4.80], [0.39, -2.20, -3.47], [-0.10, -1.33, -2.58], [-5.73, 0.24, 1.06], [-3.98, -0.88, -0.29], [-1.66, 2.72, -0.26], [-3.41, 3.84, 1.09], [-1.55, 1.69, -2.45], [-0.43, 1.33, -4.63], [0.57, -0.30, -6.25], [1.00, -2.64, -5.47], [0.58, -3.20, -3.11], [4.03, -2.10, 0.54], [2.62, -2.00, -0.80], [3.54, -0.97, -2.17], [2.83, -3.83, -1.43], [4.82, -2.74, 0.15], [3.64, -2.54, 1.46], [4.44, -1.12, 0.76], [4.46, -1.48, -2.48], [3.81, 0.01, -1.76], [2.91, -0.83, -3.04], [3.87, -3.99, -1.73], [2.19, -4.09, -2.27], [2.60, -4.50, -0.60], [2.16, 0.14, 2.08], [0.53, 0.49, 1.36], [-0.48, 0.95, 2.79], [0.04, 1.77, 3.79], [-0.74, 2.14, 4.87], [-2.05, 1.69, 4.98], [-2.58, 0.87, 3.99], [-1.80, 0.51, 2.91], [0.85, 2.01, 0.41], [1.44, 1.88, -0.84], [1.73, 2.99, -1.62], [1.42, 4.26, -1.14], [0.83, 4.40, 0.11], [0.55, 3.29, 0.89], [2.43, 0.87, 2.84], [2.90, 0.18, 1.29], [2.17, -0.86, 2.53], [1.05, 2.15, 3.73], [-0.32, 2.78, 5.64], [-2.66, 1.98, 5.83], [-3.60, 0.52, 4.07], [-2.23, -0.12, 2.14], [1.70, 0.89, -1.22], [2.21, 2.87, -2.58], [1.64, 5.13, -1.74], [0.59, 5.39, 0.48], [0.07, 3.41, 1.85]], "total_energy_ha": -7388.791690, "s_squared": 0.76, "multiplicity": 2, "total_charge": 2, "mol_weight_g_mol": 694.3}

=====

2.
{"formula": "C29H46F2O16S", "method": "ωB97M-V/def2-TZVPD", "symbols": ["F", "C", "C", "C", "C", "C", "C", "H", "H", "H", "H", "H", "F", "C", "C", "C", "C", "C", "C", "H", "H", "H", "H", "H", "C", "S", "O", "C", "H", "H", "H", "H", "H", "H", "C", "O", "C", "O", "O", "C", "H", "H", "H", "H", "H", "H", "C", "O", "C", "O", "O", "C", "H", "H", "H", "H", "H", "H", "C", "O", "C", "O", "O", "C", "H", "H", "H", "H", "H", "H", "C", "O", "C", "O", "O", "C", "H", "H", "H", "H", "H", "H", "C", "O", "C", "O", "O", "C", "H", "H", "H", "H", "H", "H"], "xyz": [[-18.42, -25.66, -13.18], [-17.44, -26.34, -13.79], [-17.76, -27.26, -14.77], [-16.75, -28.01, -15.38], [-15.43, -27.78, -15.02], [-15.12, -26.87, -14.02], [-16.14, -26.18, -13.39], [-18.81, -27.46, -14.92], [-17.06, -28.71, -16.14], [-14.62, -28.27, -15.55], [-14.11, -26.65, -13.71], [-15.95, -25.50, -12.56], [-10.37, -23.64, -19.57], [-11.20, -24.54, -19.00], [-12.18, -25.13, -19.77], [-13.09, -25.94, -19.12], [-13.00, -26.19, -17.76], [-12.02, -25.57, -16.99], [-11.07, -24.79, -17.64], [-12.24, -24.92, -20.83], [-13.87, -26.49, -19.66], [-13.77, -26.79, -17.30], [-11.97, -25.74, -15.92], [-10.29, -24.25, -17.11], [-11.08, -31.01, -16.14], [-11.17, -29.26, -16.54], [-12.55, -28.85, -16.18], [-10.12, -28.70, -15.20], [-10.11, -31.27, -15.71], [-11.16, -31.57, -17.07], [-11.88, -31.26, -15.45], [-10.12, -27.61, -15.20], [-9.10, -29.06, -15.28], [-10.58, -29.02, -14.26], [-16.82, -26.86, -19.00], [-18.03, -27.55, -19.24], [-19.15, -26.85, -19.07], [-19.21, -25.69, -18.77], [-20.18, -27.66, -19.29], [-21.45, -27.01, -19.29], [-16.04, -27.60, -18.88], [-16.90, -26.18, -18.15], [-16.59, -26.22, -19.86], [-22.22, -27.77, -19.37], [-21.49, -26.30, -20.12], [-21.63, -26.49, -18.35], [-12.54, -18.32, -22.38], [-13.16, -19.54, -21.98], [-12.64, -20.11, -20.89], [-11.63, -19.77, -20.33], [-13.42, -21.12, -20.55], [-12.95, -21.91, -19.43], [-12.91, -17.50, -21.77], [-12.76, -18.17, -23.43], [-11.46, -18.38, -22.24], [-13.08, -21.34, -18.52], [-11.89, -22.14, -19.58], [-13.54, -22.81, -19.38], [-13.13, -22.35, -23.02], [-13.18, -22.99, -24.31], [-12.90, -24.28, -24.30], [-12.37, -24.88, -23.40], [-13.23, -24.80, -25.49], [-12.88, -26.16, -25.66], [-13.51, -21.35, -23.13], [-12.11, -22.38, -22.64], [-13.79, -22.86, -22.32], [-11.83, -26.34, -25.40], [-13.04, -26.39, -26.71], [-13.46, -26.80, -25.00], [-7.23, -24.51, -19.70], [-6.25, -23.75, -18.98], [-6.68, -23.09, -17.93], [-7.81, -23.08, -17.52], [-5.65, -22.43, -17.41], [-5.90, -21.68, -16.23], [-7.87, -23.83, -20.25], [-7.84, -25.08, -19.00], [-6.67, -25.15, -20.37], [-6.84, -21.99, -15.78], [-5.95, -20.62, -16.49], [-5.06, -21.83, -15.55], [-14.02, -23.45, -14.15], [-12.63, -23.29, -14.35], [-12.29, -22.49, -15.36], [-13.04, -21.98, -16.15], [-10.98, -22.33, -15.35], [-10.42, -21.58, -16.42], [-14.24, -24.02, -13.25], [-14.52, -23.94, -14.99], [-14.52, -22.49, -14.00], [-11.01, -20.68, -16.63], [-10.40, -22.15, -17.35], [-9.40, -21.31, -16.15]], "total_energy_ha": -2934.375044, "total_charge": 0, "mol_weight_g_mol": 720.7}

=====

3.
{"formula": "C2H2N3OS", "method": "ωB97M-V/def2-TZVPD", "symbols": ["C", "C", "N", "N", "N", "O", "S", "H", "H"], "xyz": [[1.52, 0.40, -0.05], [-0.50, -1.30, -0.63], [0.99, 1.05, -0.87], [-1.08, 0.93, 0.18], [-1.19, -0.46, -0.16], [0.05, -2.20, -1.15], [2.25, -0.40, 1.19], [-1.84, 1.00, 0.88], [-0.20, 0.99, 0.62]], "total_energy_ha": -715.116276, "total_charge": -1, "mol_weight_g_mol": 116.1}

=====

4.
{"formula": "C3H3NO2", "method": "ωB97M-V/def2-TZVPD", "symbols": ["C", "C", "C", "N", "O", "O", "H", "H", "H"], "xyz": [[0.60, -1.37, -0.22], [-0.28, -0.34, -0.60], [0.52, -0.81, 1.11], [-0.68, -0.06, 0.68], [1.21, -0.85, 2.09], [-0.53, 2.12, 1.19], [0.71, -2.49, -0.48], [-0.63, 0.06, -1.43], [-1.33, 1.99, 1.65]], "total_energy_ha": -321.136243, "total_charge": 0, "mol_weight_g_mol": 85.1}

=====

5.
{"formula": "C2H11O4", "method": "ωB97M-V/def2-TZVPD", "symbols": ["C", "O", "C", "H", "H", "H", "H", "H", "H", "H", "O", "H", "H", "O", "H", "H", "O"], "xyz": [[0.54, -0.41, 0.84], [-0.20, 0.04, -0.21], [1.92, -0.92, 0.46], [-0.05, -1.17, 1.45], [0.81, 0.37, 1.60], [2.42, -1.24, 1.36], [2.47, -0.12, 0.02], [1.72, -1.75, -0.20], [0.77, 0.57, -2.98], [0.63, 0.42, -1.36], [1.32, 0.61, -2.19], [-1.97, 1.46, 1.18], [-0.95, 1.65, 0.16], [-1.73, 2.19, 0.51], [-3.11, -0.70, 0.30], [-1.90, -0.26, -0.29], [-2.70, -0.73, -0.64]], "total_energy_ha": -383.775109, "total_charge": -1, "mol_weight_g_mol": 99.1}

=====

6.
{"formula": "C16H26B2BrF8N3O5", "method": "ωB97M-V/def2-TZVPD", "symbols": ["C", "B", "O", "C", "C", "C", "C", "O", "N", "C", "O", "C", "F", "B", "O", "N", "C", "C", "C", "Br", "C", "F", "F", "C", "F", "F", "C", "F", "F", "F", "H", "H", "H", "H", "H", "H", "H", "H", "H", "H", "H", "H", "H", "H", "H", "H", "H", "H", "H", "C", "N", "C", "C", "O", "H", "H", "H", "H", "H", "H", "H"], "xyz": [[-0.22, 4.07, -2.69], [0.41, 2.74, -2.18], [1.73, 2.80, -1.78], [-0.42, 1.32, -2.20], [0.15, 0.63, -3.47], [-0.51, 1.07, -4.79], [-1.77, 0.28, -5.23], [-1.89, -0.98, -4.60], [-1.84, 1.68, -2.34], [-2.32, 2.02, -1.08], [-3.23, 2.77, -0.83], [-1.46, 1.31, 0.01], [-2.37, 0.48, 0.66], [-1.03, 2.45, 1.07], [-0.01, 3.28, 0.70], [-1.81, 2.63, 2.28], [-1.04, 2.32, 3.50], [-2.50, 3.93, 2.32], [-0.44, 0.50, -0.85], [-1.32, -1.25, -1.28], [0.91, 0.06, -0.23], [1.64, 1.12, 0.22], [1.66, -0.54, -1.20], [0.86, -0.93, 0.99], [-0.30, -0.79, 1.67], [0.97, -2.20, 0.56], [2.01, -0.72, 2.01], [1.97, -1.72, 2.88], [1.87, 0.42, 2.69], [3.20, -0.73, 1.40], [-0.44, 4.74, -1.86], [0.55, 4.58, -3.29], [-1.11, 3.94, -3.31], [2.30, 2.15, -2.21], [1.20, 0.95, -3.56], [0.18, -0.45, -3.38], [0.25, 0.92, -5.57], [-0.73, 2.14, -4.77], [-2.66, 0.90, -5.07], [-1.71, 0.13, -6.31], [-2.65, -0.98, -4.01], [-2.43, 1.07, -2.89], [0.38, 3.77, 1.43], [-0.78, 3.22, 4.06], [-1.60, 1.63, 4.14], [-0.10, 1.82, 3.25], [-2.53, 4.32, 3.34], [-2.02, 4.70, 1.69], [-3.53, 3.84, 1.97], [0.78, -6.75, 3.57], [2.22, -6.80, 3.72], [3.15, -5.92, 3.25], [2.63, -4.73, 2.47], [4.33, -6.10, 3.46], [0.29, -6.70, 4.55], [0.41, -7.64, 3.05], [0.49, -5.87, 3.00], [2.62, -7.56, 4.24], [3.49, -4.13, 2.16], [2.10, -5.06, 1.57], [1.97, -4.13, 3.07]], "total_energy_ha": -4588.494845, "smiles": "CB(O)[C@]1(CCCO)NC(=O)[C@](F)(B(O)N(C)C)[C@]1(Br)C(F)(F)C(F)(F)C(F)(F)F.CNC(C)=O", "total_charge": 0, "mol_weight_g_mol": 593.9}